[1]
Below is a structure of composition C18H48AsBeF6O18Ti2, with properties calculated with ωB97M-V with the def2-TZVPD basis set.

Element x y z (Å)
1 Ti -1.4648 -1.7363 3.7403
2 Ti -4.6131 -0.4949 1.2589
3 Be -2.4120 -4.4670 1.3588
4 C -0.8387 -4.7387 3.8002
5 O -0.7572 -4.5248 4.9702
6 O -0.6308 -3.8208 3.0009
7 O -1.5592 -5.6475 3.4518
8 As -0.6420 -0.8353 0.1201
9 F -1.2126 -0.9922 -1.5851
10 F -2.2870 -0.2087 0.5460
11 F -0.2797 -0.7462 1.8367
12 F 1.0384 -1.3667 -0.3339
13 F -0.1441 0.8493 -0.1505
14 F -1.2249 -2.4957 0.3958
15 C -1.0225 1.3060 4.5246
16 O -2.0691 0.4613 4.2620
17 H -1.3615 2.2662 4.1358
18 H -0.8493 1.4483 5.5913
19 H -0.1057 0.9608 4.0468
20 H -2.7785 0.5960 4.8946
21 C 2.1587 -1.8846 -3.3692
22 O 2.4956 -2.5941 -2.2267
23 H 2.8535 -2.1127 -4.1775
24 H 1.1403 -2.1083 -3.6869
25 H 2.3105 -0.8120 -3.2486
26 H 2.0856 -2.1067 -1.5085
27 C -0.1235 -4.6190 -1.5866
28 O -0.6788 -5.1205 -0.4305
29 H -0.3429 -5.2040 -2.4798
30 H -0.2107 -3.5404 -1.7172
31 H 0.9448 -4.7955 -1.4611
32 H -0.2850 -5.9955 -0.4610
33 C 2.7579 0.4785 1.4849
34 O 4.1082 0.5964 1.8900
35 H 2.1055 1.0886 2.1097
36 H 2.6989 0.8856 0.4755
37 H 2.3160 -0.5176 1.5076
38 H 4.7230 -0.0531 1.5409
39 C 2.6945 -3.6430 1.5405
40 O 2.2498 -4.0307 2.8507
41 H 3.3211 -4.4375 1.1354
42 H 1.8295 -3.4201 0.9158
43 H 3.3001 -2.7375 1.5026
44 H 1.2964 -3.9518 2.9304
45 C -2.3745 1.9824 -2.2154
46 O -2.8624 0.7109 -2.6345
47 H -1.9831 2.0177 -1.1988
48 H -1.4601 2.1862 -2.7726
49 H -3.0737 2.8065 -2.3568
50 H -2.1581 0.0660 -2.5355
51 C 1.4520 -1.5154 4.7699
52 O 0.2659 -1.8765 5.4699
53 H 2.3335 -2.0607 5.1071
54 H 1.3252 -1.6832 3.7003
55 H 1.7096 -0.4733 4.9589
56 H 0.1456 -2.8081 5.2716
57 C -2.4906 -2.5657 -3.8136
58 O -2.7988 -3.7291 -3.1754
59 H -1.4186 -2.3902 -3.7233
60 H -2.8639 -2.6219 -4.8361
61 H -3.0539 -1.8101 -3.2660
62 H -2.5487 -4.4385 -3.7719
63 C -4.1061 2.7568 1.2796
64 O -4.7581 1.7795 2.1145
65 H -3.5951 3.5380 1.8423
66 H -3.4176 2.3360 0.5469
67 H -4.9175 3.3192 0.8177
68 H -5.3464 2.1995 2.7462
69 C 0.1954 3.4137 2.1397
70 C 0.8841 3.6665 0.7752
71 C -0.1122 4.3730 -0.1131
72 O 0.6261 5.4157 -0.7783
73 C 1.7549 5.5651 -0.0920
74 O 2.5895 6.4848 -0.2888
75 O 1.8397 4.7212 0.9532
76 H -0.3645 4.2934 2.4571
77 H 0.9659 3.2254 2.8872
78 H -0.5349 2.6140 2.0165
79 H 1.2372 2.7987 0.2180
80 H -0.9095 4.9034 0.4076
81 H -0.5952 3.6999 -0.8214
82 C 1.0918 1.7429 -2.8177
83 C 1.6396 2.6922 -3.8902
84 C 2.3454 2.0599 -5.0604
85 O 1.8963 2.7830 -6.1569
86 C 0.9705 3.6304 -5.7720
87 O 0.4272 4.4240 -6.5468
88 O 0.6716 3.4430 -4.5320
89 H 1.9017 1.2851 -2.2499
90 H 0.4921 0.8659 -3.0613
91 H 0.5547 2.4056 -2.1392
92 H 2.3007 3.3772 -3.3594
93 H 2.1782 0.9868 -4.9678
94 H 3.4147 2.2250 -4.9285

As for the LUMO energy (spin up / spin down): -4.866 / -6.077 eV. As for the spin multiplicity: 7. The charge is +1. The HOMO-LUMO gap (spin up / spin down) comes out at 6.006 / 4.661 eV. The HOMO energy (spin up / spin down) comes out at -10.87 / -10.74 eV. Its expectation value of S² is 12.01.



[2]
Below is a structure of composition C18H48AsCaClF6O22S6, with properties calculated with ωB97M-V with the def2-TZVPD basis set.

Element x y z (Å)
1 Ca -0.3916 -18.2903 40.0723
2 Cl 2.0763 -18.4371 37.0801
3 O 2.4366 -17.2179 36.4139
4 O 1.5415 -19.3817 36.1394
5 O 3.1881 -19.0113 37.7902
6 O 1.0439 -18.1170 38.0658
7 As -2.7418 -16.3601 42.7145
8 F -1.6284 -17.4835 41.9198
9 F -1.9515 -16.7667 44.1876
10 F -3.7656 -15.2349 43.4694
11 F -3.4526 -16.0611 41.1636
12 F -3.8681 -17.6382 42.9845
13 F -1.5758 -15.1028 42.4344
14 O 1.0826 -22.4419 38.2864
15 S 1.0564 -21.6787 39.4787
16 O 0.3031 -20.4630 39.5470
17 O 0.5740 -22.5787 40.6852
18 C 0.7671 -23.9897 40.5853
19 C 0.9613 -24.5436 41.9922
20 C 2.7128 -21.2851 39.9664
21 H 1.6673 -24.2689 40.0296
22 H -0.0225 -24.5158 40.0493
23 H 1.2635 -25.5863 41.9106
24 H 0.0862 -24.4010 42.6196
25 H 1.7874 -23.9952 42.4483
26 H 2.7427 -20.2605 40.3262
27 H 3.3830 -21.4970 39.1417
28 H 2.9643 -21.9108 40.8231
29 O -2.1719 -19.8186 40.9740
30 S -3.2537 -20.6618 40.5882
31 O -3.2998 -21.2489 39.2958
32 O -3.3372 -21.7827 41.6970
33 C -4.1573 -22.9343 41.3842
34 C -3.2690 -24.0455 40.8648
35 C -4.7952 -19.8465 40.8224
36 H -4.9157 -22.7574 40.6201
37 H -4.6594 -23.1629 42.3218
38 H -2.8214 -23.6884 39.9330
39 H -3.7840 -24.9673 40.5969
40 H -2.4434 -24.2575 41.5383
41 H -5.5484 -20.6118 40.6432
42 H -4.9309 -19.1663 39.9819
43 H -4.7879 -19.3609 41.7920
44 O -0.8171 -16.0471 39.4741
45 S -0.6882 -14.7272 38.9591
46 O 0.5731 -14.0754 39.0753
47 O -1.1193 -14.8401 37.4628
48 C -0.7856 -13.7421 36.5575
49 C -1.9363 -13.5397 35.6226
50 C -1.9498 -13.7205 39.6483
51 H 0.1295 -14.0736 36.0599
52 H -0.4440 -12.8657 37.1115
53 H -2.1860 -14.4741 35.1210
54 H -1.7112 -12.7968 34.8610
55 H -2.8081 -13.2394 36.2074
56 H -2.8884 -14.2622 39.6836
57 H -2.0213 -12.8320 39.0199
58 H -1.6248 -13.4324 40.6448
59 O 0.3878 -19.1488 42.2174
60 S 0.5105 -20.0801 43.2970
61 O 1.1138 -21.3570 43.1213
62 O 1.3274 -19.3541 44.4194
63 C 0.9478 -17.9864 44.6939
64 C 2.1737 -17.2475 45.1543
65 C -1.0825 -20.2848 44.0699
66 H 0.1802 -18.0231 45.4751
67 H 0.4868 -17.4481 43.8653
68 H 1.9704 -16.1825 45.2601
69 H 2.9088 -17.3638 44.3539
70 H 2.5843 -17.6243 46.0884
71 H -0.8467 -20.5131 45.1085
72 H -1.4654 -21.2057 43.6356
73 H -1.6614 -19.3765 43.9410
74 O 3.7604 -17.5214 41.6514
75 S 2.8158 -16.6020 41.1268
76 O 1.4798 -17.0627 40.9042
77 O 2.7668 -15.4295 42.1667
78 C 1.7061 -14.4599 42.0474
79 C 1.5904 -13.7041 43.3514
80 C 3.3960 -15.8494 39.6576
81 H 0.7622 -14.9167 41.7454
82 H 1.9354 -13.7686 41.2319
83 H 1.2906 -12.6727 43.1514
84 H 2.6115 -13.5793 43.7247
85 H 0.9292 -14.1240 44.1022
86 H 2.8023 -14.9919 39.3588
87 H 3.3315 -16.6484 38.9145
88 H 4.4404 -15.5747 39.7873
89 O -2.3437 -18.3614 38.6167
90 S -2.8787 -18.2207 37.3047
91 O -3.8211 -19.1665 36.8167
92 O -3.5324 -16.7773 37.2037
93 C -4.5953 -16.4951 38.1405
94 C -5.9655 -17.0047 37.7141
95 C -1.5752 -17.9449 36.1616
96 H -4.6362 -15.4068 38.1994
97 H -4.3382 -16.8453 39.1384
98 H -6.5820 -17.0460 38.6184
99 H -5.8973 -18.0052 37.2958
100 H -6.5182 -16.3413 37.0509
101 H -1.0172 -17.0873 36.5276
102 H -2.0782 -17.7228 35.2217
103 H -0.9329 -18.8172 36.0552

As for the LUMO energy: 0.197 eV. The HOMO-LUMO gap comes out at 9.946 eV. The HOMO energy comes out at -9.75 eV.



[3]
Below is a structure of composition C18H48FLiO6, with properties calculated with ωB97M-V with the def2-TZVPD basis set.

Element x y z (Å)
1 Li -5.1822 -18.5835 9.7027
2 F -4.3622 -21.4700 11.6960
3 C -5.0162 -19.8844 3.5245
4 C -3.9924 -19.9108 4.6495
5 C -2.6010 -20.1474 4.0601
6 O -4.0936 -18.6812 5.2805
7 H -4.8134 -19.1602 2.7355
8 H -6.0299 -19.6042 3.8109
9 H -5.0446 -20.8647 3.0488
10 H -4.2952 -20.5750 5.4589
11 H -1.7847 -19.9630 4.7584
12 H -2.3505 -19.5170 3.2068
13 H -2.5203 -21.2031 3.8012
14 H -3.8040 -18.0407 4.6267
15 C 2.7615 -19.2811 11.6378
16 C 1.6294 -18.3441 12.1043
17 C 2.1217 -16.9122 12.0934
18 O 0.5406 -18.5028 11.2274
19 H 2.4373 -20.3059 11.8187
20 H 3.6396 -19.1585 12.2718
21 H 2.9318 -19.2242 10.5627
22 H 1.2773 -18.5971 13.1044
23 H 2.4831 -16.6222 11.1068
24 H 2.9796 -16.8164 12.7589
25 H 1.3310 -16.2580 12.4608
26 H 0.0919 -19.3193 11.4591
27 C -10.9708 -25.1133 13.6148
28 C -9.4683 -24.8377 13.9265
29 C -8.6343 -25.8894 13.2137
30 O -9.1881 -23.5801 13.3388
31 H -11.6122 -24.4400 14.1835
32 H -11.2549 -26.1317 13.8798
33 H -11.1593 -24.9304 12.5570
34 H -9.2815 -24.8940 14.9989
35 H -8.6630 -25.8242 12.1260
36 H -8.9053 -26.9163 13.4592
37 H -7.5540 -25.8158 13.3389
38 H -8.2345 -23.5655 13.2294
39 C -11.8625 -19.8476 7.7870
40 C -10.9877 -18.6134 8.1410
41 C -11.7370 -17.5645 8.9825
42 O -9.9339 -19.1403 8.9530
43 H -12.8831 -19.4876 7.6574
44 H -11.8635 -20.5563 8.6152
45 H -11.5908 -20.3558 6.8618
46 H -10.5561 -18.2417 7.2117
47 H -12.1831 -17.9727 9.8894
48 H -12.5251 -17.1226 8.3729
49 H -11.1131 -16.7286 9.2987
50 H -10.2017 -19.4758 9.8117
51 C -4.2699 -23.0218 18.3076
52 C -4.9223 -21.6076 18.2488
53 C -4.6932 -20.8700 19.5850
54 O -4.2426 -20.9034 17.2187
55 H -4.8286 -23.6982 18.9545
56 H -3.2049 -23.0083 18.5391
57 H -4.3697 -23.4166 17.2965
58 H -5.9874 -21.5592 18.0221
59 H -5.0746 -19.8492 19.6096
60 H -3.6607 -20.7268 19.9036
61 H -5.2017 -21.4363 20.3652
62 H -4.3046 -21.4312 16.4193
63 C 0.2388 -26.0828 11.2017
64 C -0.3270 -25.7759 9.7803
65 C 0.2687 -26.7529 8.7308
66 O -1.7356 -25.9494 9.8680
67 H 1.3106 -25.8856 11.2224
68 H 0.1600 -27.1497 11.4108
69 H -0.2570 -25.5338 12.0022
70 H -0.1573 -24.7348 9.5059
71 H 1.3352 -26.9088 8.8937
72 H 0.2058 -26.5193 7.6680
73 H -0.2420 -27.6927 8.9408
74 H -2.0289 -25.1756 10.3548

As for the LUMO energy: -2.000 eV. The HOMO-LUMO gap comes out at 5.353 eV. The HOMO energy comes out at -7.35 eV.



[4]
Below is a structure of composition C18H48FO6Zn, with properties calculated with ωB97M-V with the def2-TZVPD basis set.

Element x y z (Å)
1 Zn -1.6110 26.2200 15.8066
2 F -1.5707 25.8782 18.5172
3 C 2.6430 22.6716 20.4502
4 C 1.2186 22.2069 20.6772
5 C 0.6351 22.8784 21.9405
6 O 0.4282 22.5390 19.5934
7 H 3.3689 22.3214 21.1840
8 H 2.7021 23.7584 20.5094
9 H 2.9089 22.4355 19.4198
10 H 1.1773 21.1211 20.7632
11 H 1.2119 22.6522 22.8373
12 H -0.3824 22.5282 22.1138
13 H 0.5641 23.9649 21.8891
14 H 0.0578 23.4158 19.7186
15 C 1.5221 21.4927 14.6647
16 C 0.2802 22.2036 14.0544
17 C -0.7649 21.2909 13.4232
18 O -0.3646 22.9314 15.0812
19 H 2.0302 20.9470 13.8697
20 H 1.3289 20.7911 15.4762
21 H 2.1271 22.2652 15.1394
22 H 0.6199 22.9782 13.3668
23 H -0.1758 20.5682 12.8587
24 H -1.3500 21.7897 12.6506
25 H -1.4865 20.7761 14.0575
26 H -0.0207 22.5507 15.8926
27 C -5.3658 26.2868 22.0167
28 C -6.2242 25.4261 21.0030
29 C -7.5199 26.1785 20.6901
30 O -5.4898 25.2478 19.8195
31 H -5.0759 27.2550 21.6084
32 H -4.4396 25.7471 22.2140
33 H -5.8971 26.5315 22.9364
34 H -6.4915 24.4276 21.3491
35 H -7.3631 27.1583 20.2390
36 H -8.2022 26.2850 21.5334
37 H -8.2013 25.5590 20.1070
38 H -4.5969 25.5702 19.9622
39 C -4.2998 30.1077 18.4001
40 C -4.6906 29.3857 17.1012
41 C -5.5903 30.3371 16.2397
42 O -3.5384 28.9746 16.4727
43 H -3.9364 31.0773 18.0596
44 H -3.4238 29.6701 18.8790
45 H -5.0937 30.2414 19.1349
46 H -5.2799 28.5353 17.4442
47 H -5.8442 29.6771 15.4102
48 H -5.0609 31.2219 15.8859
49 H -6.4349 30.6074 16.8735
50 H -3.0845 29.7875 16.2386
51 C 0.9477 31.0941 20.9483
52 C 1.0333 29.6478 20.5107
53 C 2.4536 29.1374 20.7204
54 O 0.2073 28.7854 21.2563
55 H 1.0414 31.0564 22.0336
56 H -0.0262 31.5571 20.7899
57 H 1.7480 31.7010 20.5248
58 H 0.8308 29.5242 19.4468
59 H 2.4858 28.1039 20.3756
60 H 2.7681 29.0167 21.7571
61 H 3.2531 29.6148 20.1539
62 H 0.0340 28.0451 20.6702
63 C -5.3702 21.9732 16.3750
64 C -5.5134 23.1984 15.3794
65 C -6.9782 23.5988 15.2800
66 O -4.7343 24.2601 15.8713
67 H -4.3067 21.7734 16.5059
68 H -5.7704 21.0137 16.0477
69 H -5.8838 22.2585 17.2931
70 H -5.0585 22.9315 14.4255
71 H -7.2999 24.1038 16.1908
72 H -7.6538 22.7892 15.0039
73 H -7.0451 24.2435 14.4037
74 H -5.0627 24.3725 16.7664

As for the LUMO energy: -9.332 eV. The charge is +1. The HOMO-LUMO gap comes out at 2.664 eV. The HOMO energy comes out at -12.00 eV.



[5]
Below is a cluster of 6 separate species, C18H48N3O19S7 in total, with properties calculated with ωB97M-V with the def2-TZVPD basis set.

Element x y z (Å)
1 N 0.1855 -5.8621 0.3962
2 C -0.9957 -5.4156 0.2818
3 C -1.6821 -5.3723 -1.0559
4 S -1.3473 -3.8121 -1.9053
5 O -2.1886 -2.8538 -1.2090
6 O 0.0782 -3.5832 -1.8611
7 N -1.7731 -3.9500 -3.4123
8 S -2.6489 -5.0464 -4.1103
9 O -3.6696 -5.6241 -3.2556
10 O -3.0474 -4.5506 -5.4045
11 C -1.5104 -6.4184 -4.4226
12 N -0.1642 -5.9569 -4.7407
13 H 0.4823 -5.8005 1.3708
14 H -1.5704 -5.0384 1.1296
15 H -1.3117 -6.2191 -1.6396
16 H -2.7640 -5.4270 -0.9578
17 H -1.5641 -7.0781 -3.5496
18 H -1.9626 -6.9368 -5.2732
19 H -0.0140 -5.0651 -4.2693
20 H 0.5219 -6.6000 -4.3642
21 O -3.8265 -4.3909 0.9813
22 S -4.3292 -3.3107 1.7734
23 O -4.1382 -3.3305 3.1954
24 O -5.8843 -3.1395 1.4627
25 C -6.7032 -4.3273 1.5598
26 C -6.9933 -4.7318 2.9887
27 C -3.7610 -1.8052 1.0905
28 H -6.2183 -5.1267 0.9980
29 H -7.6154 -4.0506 1.0342
30 H -6.0894 -5.0492 3.5049
31 H -7.7041 -5.5600 2.9829
32 H -7.4270 -3.8989 3.5429
33 H -3.9276 -1.8334 0.0171
34 H -2.6946 -1.7566 1.3013
35 H -4.2834 -0.9841 1.5768
36 O -1.2724 -1.0794 3.5607
37 S -1.1187 -0.1952 4.6752
38 O -2.1181 0.8032 4.9132
39 O 0.3148 0.4757 4.5765
40 C 0.7041 0.9002 3.2384
41 C -0.0652 2.0877 2.7161
42 C -0.8574 -1.1155 6.1498
43 H 0.5915 0.0386 2.5804
44 H 1.7655 1.1225 3.3231
45 H -1.1234 1.8607 2.5854
46 H 0.3503 2.3726 1.7485
47 H 0.0163 2.9374 3.3949
48 H -0.0880 -1.8593 5.9636
49 H -1.8081 -1.5924 6.3797
50 H -0.5685 -0.4298 6.9418
51 O -0.7164 7.0060 0.2284
52 S -0.3920 5.6684 -0.1714
53 O 0.6493 4.9719 0.5254
54 O -0.1038 5.6399 -1.7252
55 C 0.8980 6.5434 -2.2635
56 C 2.2985 6.1202 -1.8915
57 C -1.8338 4.6646 -0.1937
58 H 0.6666 7.5584 -1.9372
59 H 0.7346 6.4830 -3.3373
60 H 2.4613 6.2275 -0.8196
61 H 3.0254 6.7407 -2.4171
62 H 2.4515 5.0778 -2.1652
63 H -2.6173 5.1849 -0.7372
64 H -2.1174 4.5135 0.8461
65 H -1.5858 3.7146 -0.6600
66 O 4.1013 1.7144 2.1056
67 S 4.9636 2.6076 1.3878
68 O 6.0856 2.0559 0.6902
69 O 5.4547 3.7478 2.3801
70 C 6.0110 3.3219 3.6504
71 C 7.4119 2.7678 3.5232
72 C 4.0347 3.6219 0.3002
73 H 5.3261 2.6025 4.1005
74 H 5.9948 4.2305 4.2490
75 H 7.4250 1.8375 2.9586
76 H 7.8056 2.5760 4.5225
77 H 8.0632 3.4823 3.0198
78 H 3.1994 4.0725 0.8313
79 H 3.6717 2.9635 -0.4880
80 H 4.6982 4.3752 -0.1168
81 O 2.3214 2.2419 -5.7553
82 S 1.4709 2.3448 -4.6062
83 O 1.8198 3.2951 -3.5882
84 O 1.2571 0.9224 -3.9677
85 C 2.4262 0.1136 -3.6403
86 C 3.1370 0.5945 -2.3970
87 C -0.1945 2.6156 -5.0988
88 H 3.0803 0.0954 -4.5122
89 H 2.0066 -0.8794 -3.5003
90 H 3.5916 1.5730 -2.5492
91 H 3.9214 -0.1193 -2.1444
92 H 2.4422 0.6550 -1.5591
93 H -0.4576 1.8844 -5.8578
94 H -0.2371 3.6258 -5.5008
95 H -0.8314 2.5242 -4.2231

As for the LUMO energy: 1.845 eV. The charge is -1. The HOMO-LUMO gap comes out at 7.867 eV. The HOMO energy comes out at -6.02 eV.



Max |F| (eV Å⁻¹)
9.53, 1.89, 2.54, 3.68, 0.55
E_tot (eV)
-180059.8887, -237606.0969, -34647.8740, -82851.0427, -138663.2499